# 1
Molecular formula: C15H21N5O2S
Method: DFT, ωB97M-V/def2-TZVPD

XYZ file:
```
44
Properties=species:S:1:pos:R:3:lowdin_charge:R:1
O -0.88 2.34 1.69 -0.308
O -2.60 0.60 1.70 -0.314
N 4.25 -0.03 -2.84 0.005
N 3.20 -0.25 -2.16 0.078
N 2.76 1.38 -3.66 0.134
C 3.98 0.94 -3.75 -0.202
C -1.43 0.40 -2.82 0.010
C 0.89 0.68 -2.27 -0.125
C -0.09 0.36 -3.20 -0.191
C -1.82 0.53 -1.46 -0.214
C 0.53 0.95 -0.91 -0.121
C -0.81 0.75 -0.47 -0.147
N 2.26 0.64 -2.65 -0.138
N -0.17 -0.21 2.02 -0.250
C 0.26 0.00 -4.64 -0.036
C -3.28 0.51 -1.17 -0.049
C 1.65 1.37 0.06 -0.041
C 0.56 0.10 3.24 -0.206
C -0.48 -1.66 1.80 -0.165
C -0.23 -0.47 4.44 -0.181
C -1.38 -2.19 2.92 -0.175
C -0.67 -1.93 4.26 -0.197
S -1.22 0.95 1.32 0.757
H 4.70 1.25 -4.50 0.100
H -2.18 0.21 -3.62 0.123
H 0.51 0.89 -5.22 0.083
H 1.09 -0.66 -4.65 0.062
H -0.60 -0.48 -5.15 0.090
H -3.57 -0.34 -0.62 0.066
H -3.50 1.43 -0.63 0.087
H -3.85 0.48 -2.13 0.095
H 2.56 1.74 -0.46 0.082
H 2.00 0.56 0.71 0.081
H 1.39 2.21 0.67 0.065
H 0.68 1.19 3.38 0.122
H 1.57 -0.34 3.18 0.125
H -0.93 -1.80 0.83 0.110
H 0.46 -2.21 1.75 0.124
H -1.13 0.13 4.60 0.114
H 0.37 -0.35 5.34 0.108
H -2.36 -1.69 2.86 0.112
H -1.51 -3.24 2.75 0.104
H -1.27 -2.21 5.12 0.103
H 0.26 -2.55 4.32 0.121
```

Output
- Highest occupied orbital energy: -9.2 eV
- Total charge: 0
- SMILES: Cc1cc(C)c(S(=O)(=O)N2CCCCC2)c(C)c1-n1ncnn1
- HOMO-LUMO gap: 0.3546 Ha
- Multiplicity: 1

***

# 2
Molecular formula: C4H10O
Method: DFT, ωB97M-V/def2-TZVPD

XYZ file:
```
15
Properties=species:S:1:pos:R:3:lowdin_charge:R:1
C 1.94 -0.08 -0.01 -0.093
C 0.90 0.14 -1.07 -0.189
C -0.17 0.91 -0.89 -0.312
C -1.68 -0.84 0.35 -0.061
O -0.31 1.66 0.24 0.004
H 1.49 -0.23 0.98 0.078
H 2.59 0.80 0.06 0.076
H 2.57 -0.95 -0.22 0.070
H 1.00 -0.34 -2.05 0.104
H -0.72 -0.68 -0.23 -0.004
H -1.01 0.91 -1.58 0.128
H -2.02 -1.81 0.01 0.023
H -1.45 -0.82 1.42 0.035
H -2.50 -0.12 0.19 0.038
H -1.25 1.84 0.42 0.102
```

Output
- Highest occupied orbital energy: -8.4 eV
- Total charge: 0
- SMILES: C/C=C\O.C
- HOMO-LUMO gap: 0.3385 Ha
- Multiplicity: 1

***

# 3
Molecular formula: C2H4O2
Method: DFT, ωB97M-V/def2-TZVPD

XYZ file:
```
8
Properties=species:S:1:pos:R:3:lowdin_charge:R:1
O -1.08 1.12 0.30 -0.027
C 0.01 -1.14 -0.12 0.014
C 0.78 -0.06 -0.17 -0.226
O 0.35 1.20 0.13 -0.096
H -1.26 2.06 0.45 0.109
H -0.98 -1.05 0.31 0.054
H 0.35 -2.09 -0.50 0.054
H 1.84 -0.04 -0.42 0.119
```

Output
- Highest occupied orbital energy: -9.0 eV
- Total charge: 0
- SMILES: C=COO
- HOMO-LUMO gap: 0.3650 Ha
- Multiplicity: 1

***

# 4
Molecular formula: C30H55N4OP2ReS
Method: DFT, ωB97M-V/def2-TZVPD

XYZ file:
```
94
Properties=species:S:1:pos:R:3:lowdin_charge:R:1
C -1.57 2.21 -0.68 -0.293
C -2.42 0.13 0.10 -0.277
C -2.86 2.66 -0.97 0.033
C -3.74 0.54 -0.20 0.032
C -3.96 1.81 -0.72 0.031
H -3.01 3.65 -1.41 0.144
H -4.57 -0.15 -0.01 0.139
H -4.98 2.15 -0.94 0.143
N -1.37 0.98 -0.12 -0.031
P 1.09 1.84 -1.43 1.055
P -0.64 -1.17 1.81 1.121
C -0.34 3.01 -1.02 -0.205
H -0.56 3.76 -1.80 0.112
H 0.02 3.55 -0.12 0.096
C -2.05 -1.25 0.53 -0.249
H -2.94 -1.82 0.84 0.112
C -0.13 -3.00 2.15 -0.619
C -1.45 -0.44 3.39 -0.622
C 0.80 1.31 -3.25 -0.635
C 2.64 2.97 -1.36 -0.629
C 1.18 -3.30 1.39 -0.098
H 2.05 -2.93 1.96 0.084
H 1.28 -4.40 1.29 0.114
H 1.21 -2.85 0.39 0.037
C 0.17 -3.22 3.65 -0.077
H 1.01 -2.58 3.99 0.084
H -0.70 -3.06 4.30 0.079
H 0.49 -4.27 3.78 0.116
C -1.23 -3.98 1.70 -0.058
H -1.13 -4.93 2.26 0.120
H -2.25 -3.59 1.88 0.067
H -1.14 -4.22 0.63 0.063
C -0.38 -0.31 4.51 -0.081
H 0.63 -0.33 4.09 0.065
H -0.52 0.66 5.01 0.099
H -0.47 -1.10 5.27 0.087
C -1.94 0.99 3.08 -0.085
H -1.25 1.53 2.42 0.042
H -2.94 0.99 2.62 0.086
H -2.01 1.55 4.03 0.111
C -2.66 -1.26 3.88 -0.048
H -2.92 -2.08 3.19 0.066
H -2.41 -1.72 4.86 0.095
H -3.55 -0.63 4.02 0.103
C 3.88 2.12 -1.69 -0.068
H 4.77 2.77 -1.70 0.120
H 4.04 1.34 -0.93 0.032
H 3.81 1.63 -2.68 0.088
C 2.81 3.50 0.08 -0.099
H 1.89 3.96 0.47 0.092
H 3.12 2.70 0.77 -0.010
H 3.59 4.28 0.07 0.125
C 2.54 4.19 -2.30 -0.058
H 1.49 4.55 -2.38 0.081
H 3.13 5.02 -1.87 0.108
H 2.92 4.00 -3.31 0.085
C -0.72 1.05 -3.38 -0.098
H -1.30 1.99 -3.41 0.096
H -0.90 0.51 -4.33 0.115
H -1.08 0.42 -2.56 0.039
C 1.54 -0.03 -3.44 -0.087
H 0.81 -0.86 -3.48 0.066
H 2.09 0.00 -4.39 0.107
H 2.26 -0.23 -2.63 0.055
C 1.20 2.32 -4.34 -0.068
H 0.76 3.32 -4.16 0.088
H 2.29 2.43 -4.44 0.083
H 0.80 1.96 -5.31 0.116
Re 0.64 0.23 0.30 0.933
C 1.00 1.56 1.65 -0.792
O 1.26 2.27 2.56 0.038
N -0.14 -1.34 -1.01 0.109
C -1.29 -1.82 -0.75 -0.285
C -2.02 -2.83 -1.69 -0.508
C -3.38 -3.32 -1.15 -0.035
C -2.26 -2.13 -3.04 -0.034
C -1.08 -4.04 -1.93 -0.019
H -3.29 -3.83 -0.18 0.082
H -4.09 -2.49 -1.04 0.088
H -3.82 -4.04 -1.86 0.117
H -1.30 -1.85 -3.50 0.070
H -2.80 -2.80 -3.73 0.119
H -2.86 -1.21 -2.92 0.091
H -1.64 -4.98 -1.80 0.109
H -0.68 -3.99 -2.96 0.101
H -0.23 -4.04 -1.23 0.069
N 4.97 0.75 1.27 0.148
C 3.76 1.27 1.81 -0.551
N 3.88 1.92 3.08 0.186
S 2.37 0.81 1.14 0.861
H 5.87 0.96 1.71 0.152
H 4.96 0.07 0.49 0.133
H 3.11 2.14 3.72 0.128
H 4.82 2.12 3.45 0.152
```

Output
- Highest occupied orbital energy (spin up / spin down): -16.7 / -17.4 eV
- Total charge: +3
- HOMO-LUMO gap (spin up / spin down): 0.2623 / 0.2207 Ha
- Multiplicity: 4

***

# 5
Molecular formula: C10H10N2
Method: DFT, ωB97M-V/def2-TZVPD

XYZ file:
```
22
Properties=species:S:1:pos:R:3:lowdin_charge:R:1
C 1.96 1.56 -2.29 -0.185
C 2.65 0.48 -2.78 -0.092
C 2.60 -0.76 -2.18 -0.098
C 1.91 -0.82 -1.00 -0.093
C 1.41 0.37 -0.47 -0.163
C -2.94 -1.12 2.34 -0.144
C -2.05 -1.73 1.43 -0.070
C -1.07 -0.95 0.75 -0.043
C -1.06 0.44 1.02 -0.077
C -2.03 0.95 1.88 -0.134
H 1.74 2.39 -3.01 0.124
H 3.26 0.59 -3.69 0.108
H 3.22 -1.58 -2.61 0.126
H 2.15 -1.79 -0.42 0.144
H 1.01 0.41 0.51 0.062
H -3.80 -1.63 2.78 0.100
H -2.18 -2.81 1.27 0.101
H -0.35 -1.45 0.11 0.081
H -0.42 1.12 0.59 0.040
H -2.03 1.97 2.09 0.085
N 1.34 1.54 -1.15 0.080
N -2.90 0.21 2.60 0.048
```

Output
- Highest occupied orbital energy: -9.6 eV
- Total charge: 0
- SMILES: c1ccncc1.c1ccncc1
- HOMO-LUMO gap: 0.3792 Ha
- Multiplicity: 1

***

# 6
Molecular formula: C4H6O2
Method: DFT, ωB97M-V/def2-TZVPD

XYZ file:
```
12
Properties=species:S:1:pos:R:3:lowdin_charge:R:1
C 0.57 0.66 1.44 -0.508
C 0.40 0.83 -0.08 -0.132
C -0.61 -0.04 -0.70 -0.204
C -0.40 -1.26 -1.23 0.077
H -0.55 -0.78 0.94 0.165
H 0.17 1.90 -0.17 0.125
H 1.35 0.83 -0.72 0.154
H -1.60 0.38 -0.55 0.119
H 0.56 -1.63 -1.40 0.071
H -1.16 -1.81 -1.55 0.023
O 0.08 -0.51 1.83 0.053
O 1.19 1.44 2.19 0.056
```

Output
- Highest occupied orbital energy: -10.0 eV
- Total charge: 0
- SMILES: C=CCC(=O)O
- HOMO-LUMO gap: 0.3894 Ha
- Multiplicity: 1

***

# 7
Molecular formula: C18H12N4O2Pt
Method: DFT, ωB97M-V/def2-TZVPD

XYZ file:
```
37
Properties=species:S:1:pos:R:3:lowdin_charge:R:1
Pt -0.38 -0.32 0.15 1.209
O -4.63 0.53 0.30 0.169
C -3.44 0.47 0.12 -0.377
N -2.63 -0.58 0.50 0.107
C -3.09 -1.76 0.93 -0.115
C -4.44 -2.13 1.08 0.047
C -4.80 -3.34 1.64 0.044
C -3.81 -4.28 1.98 0.045
C -2.48 -3.97 1.83 0.047
C -2.06 -2.76 1.24 -0.114
N -0.80 -2.41 0.97 0.103
C 0.29 -3.20 1.23 -0.376
O 0.25 -4.35 1.57 0.168
C 1.57 -2.43 1.07 -0.175
C 2.80 -3.05 1.31 0.059
C 3.95 -2.29 1.24 0.019
C 3.85 -0.93 0.97 0.013
C 2.60 -0.39 0.72 -0.099
N 1.49 -1.13 0.76 -0.089
C -2.66 1.51 -0.62 -0.176
C -3.31 2.61 -1.15 0.058
C -2.61 3.47 -1.99 0.020
C -1.28 3.21 -2.25 0.013
C -0.67 2.12 -1.63 -0.098
N -1.35 1.29 -0.84 -0.091
H -5.19 -1.44 0.71 0.127
H -5.84 -3.57 1.80 0.143
H -4.11 -5.24 2.39 0.143
H -1.70 -4.64 2.20 0.126
H 2.82 -4.10 1.53 0.141
H 4.92 -2.74 1.42 0.136
H 4.73 -0.30 0.94 0.131
H 2.48 0.66 0.49 0.118
H -4.35 2.77 -0.91 0.142
H -3.11 4.32 -2.43 0.136
H -0.71 3.83 -2.93 0.131
H 0.38 1.92 -1.77 0.118
```

Output
- Highest occupied orbital energy (spin up / spin down): -15.9 / -15.9 eV
- Total charge: +2
- HOMO-LUMO gap (spin up / spin down): 0.2144 / 0.2143 Ha
- Multiplicity: 1

***

Energy above the lowest of the compared OMol25 structures with the same formula, charge and spin for the records above, in order: 38.9 43.7 98.0 144.1 56.7 40.3 70.4 kcal/mol